(1)
Computed, not measured: a 13-piece molecular cluster, C74H182Cl2N9O15 overall at a distorted geometry, with ωB97M-V with the def2-TZVPD basis set.

The multiplicity is 1. Its largest force on an atom is 3.89 eV/A. As for the molar mass: 1509.2 g mol⁻¹. Its net charge is +5.

Positions of all 282 atoms, in Å:
C 10.944 17.075 15.481
C 11.298 17.643 14.139
N 12.261 18.896 14.265
C 11.556 20.046 15.000
C 13.522 18.521 15.066
C 14.408 17.407 14.483
C 12.660 19.375 12.904
C 11.522 19.940 12.072
O 10.651 18.859 11.739
C 9.440 19.291 11.153
H 10.235 16.252 15.353
H 10.502 17.853 16.099
H 11.833 16.609 15.880
H 10.454 17.976 13.573
H 11.891 16.907 13.577
H 11.556 19.966 16.107
H 10.505 20.100 14.717
H 12.106 20.966 14.702
H 13.171 18.329 16.072
H 13.995 19.465 15.065
H 15.231 17.273 15.138
H 14.870 17.558 13.489
H 13.798 16.487 14.407
H 13.150 18.572 12.373
H 13.386 20.149 13.144
H 12.032 20.392 11.199
H 10.977 20.766 12.535
H 8.975 19.964 11.875
H 8.839 18.401 11.043
H 9.544 19.711 10.163
C 15.961 16.623 18.485
C 16.252 16.368 19.933
N 14.953 16.274 20.794
C 15.224 16.124 22.281
C 14.083 17.530 20.595
C 14.792 18.817 20.962
C 14.051 15.014 20.357
C 14.866 13.765 20.113
O 15.732 13.537 21.229
C 15.458 12.261 21.847
H 16.957 16.641 18.055
H 15.451 17.556 18.295
H 15.446 15.751 18.090
H 16.889 17.070 20.390
H 16.816 15.462 20.089
H 16.120 15.473 22.359
H 14.287 15.763 22.715
H 15.431 17.083 22.756
H 13.052 17.471 21.023
H 13.915 17.496 19.531
H 15.735 18.922 20.400
H 14.955 18.971 22.054
H 14.145 19.662 20.669
H 13.478 15.352 19.497
H 13.292 14.822 21.136
H 15.493 13.905 19.218
H 14.177 12.958 19.864
H 15.973 12.272 22.800
H 15.659 11.362 21.275
H 14.365 12.306 22.048
C 18.355 19.617 21.402
C 19.224 20.368 20.382
N 18.482 20.673 19.032
C 19.520 21.454 18.227
C 18.026 19.336 18.301
C 18.409 19.314 16.808
C 17.245 21.564 19.197
C 17.443 22.943 19.693
O 17.844 22.995 21.003
C 17.772 24.279 21.623
H 17.497 20.232 21.698
H 18.957 19.485 22.321
H 18.123 18.641 20.974
H 19.985 19.675 20.044
H 19.662 21.272 20.787
H 19.224 21.804 17.214
H 20.357 20.783 18.228
H 19.784 22.387 18.763
H 16.948 19.193 18.482
H 18.595 18.559 18.839
H 17.790 20.062 16.330
H 18.205 18.314 16.415
H 19.485 19.396 16.683
H 16.521 21.002 19.778
H 16.883 21.619 18.176
H 16.421 23.346 19.475
H 18.078 23.545 19.032
H 18.173 24.145 22.634
H 16.722 24.554 21.764
H 18.299 25.124 21.096
C 24.361 15.832 21.573
C 23.208 15.519 22.478
N 21.841 15.521 21.707
C 21.434 16.902 21.277
C 21.854 14.539 20.561
C 22.172 13.100 20.870
C 20.888 15.160 22.803
C 19.394 15.237 22.475
O 18.865 16.486 22.887
C 18.484 16.380 24.257
H 25.248 16.227 22.101
H 24.153 16.572 20.811
H 24.656 14.938 21.018
H 23.048 16.223 23.293
H 23.291 14.488 22.844
H 22.190 17.362 20.641
H 21.199 17.479 22.148
H 20.574 16.876 20.629
H 22.539 14.907 19.812
H 20.870 14.653 20.114
H 23.143 12.987 21.349
H 22.265 12.553 19.952
H 21.422 12.521 21.409
H 21.046 15.743 23.726
H 21.178 14.155 23.074
H 18.838 14.382 22.875
H 19.202 15.133 21.401
H 19.408 16.226 24.826
H 17.763 15.580 24.401
H 17.979 17.252 24.637
C 19.179 10.051 15.308
C 18.294 10.770 14.335
N 18.192 12.312 14.582
C 17.021 12.879 13.750
C 18.043 12.737 16.058
C 16.852 12.127 16.723
C 19.560 12.916 14.037
C 19.834 14.360 14.444
O 18.828 15.207 13.888
C 19.134 16.560 14.148
H 18.903 10.161 16.360
H 20.195 10.469 15.233
H 19.172 8.979 15.148
H 17.252 10.449 14.287
H 18.640 10.681 13.304
H 17.298 12.886 12.694
H 16.685 13.831 14.131
H 16.190 12.201 13.824
H 17.977 13.833 16.107
H 19.009 12.401 16.426
H 16.983 12.228 17.788
H 16.641 11.085 16.473
H 15.959 12.719 16.452
H 19.521 12.705 12.974
H 20.275 12.304 14.564
H 20.843 14.636 14.153
H 19.757 14.418 15.544
H 18.387 17.194 13.684
H 20.125 16.861 13.766
H 19.100 16.681 15.251
C 23.922 15.275 15.422
C 23.162 15.814 16.604
N 23.254 17.332 16.697
C 22.460 17.696 17.950
C 24.592 17.938 16.745
C 25.561 17.374 17.812
C 22.483 17.859 15.460
C 22.622 19.403 15.184
O 21.971 20.171 16.104
C 22.337 21.550 15.956
H 23.401 15.439 14.487
H 24.046 14.186 15.548
H 24.918 15.720 15.399
H 23.555 15.464 17.590
H 22.084 15.511 16.677
H 21.454 17.328 17.940
H 22.422 18.773 17.958
H 23.004 17.276 18.802
H 24.320 18.941 17.077
H 25.021 17.963 15.746
H 25.324 17.698 18.838
H 26.561 17.807 17.607
H 25.618 16.311 17.875
H 21.420 17.586 15.574
H 22.822 17.296 14.583
H 22.146 19.540 14.157
H 23.660 19.718 15.015
H 21.872 21.914 15.061
H 23.397 21.537 15.979
H 21.987 22.070 16.839
C 16.684 22.204 24.721
C 17.629 23.194 25.363
N 18.688 22.542 26.227
C 18.065 22.047 27.480
C 19.398 21.402 25.528
C 20.044 21.700 24.154
C 19.817 23.568 26.595
C 19.311 24.791 27.321
O 18.612 24.364 28.428
C 18.137 25.464 29.183
H 16.388 21.498 25.508
H 17.248 21.609 23.991
H 15.740 22.574 24.349
H 17.160 23.906 26.049
H 18.127 23.828 24.652
H 17.338 21.243 27.374
H 17.605 22.884 27.972
H 18.907 21.638 28.076
H 18.603 20.632 25.477
H 20.212 21.033 26.162
H 19.381 21.993 23.336
H 20.507 20.774 23.811
H 20.831 22.453 24.200
H 20.282 23.896 25.663
H 20.507 23.052 27.300
H 18.725 25.429 26.646
H 20.151 25.463 27.524
H 17.403 26.015 28.600
H 18.946 26.136 29.446
H 17.682 25.107 30.101
C 24.082 24.667 21.432
C 24.151 25.571 20.178
N 22.728 25.914 19.573
C 22.019 24.622 19.268
C 21.890 26.746 20.578
C 20.674 27.443 19.951
C 22.902 26.800 18.374
C 23.194 26.031 17.095
O 24.437 25.320 17.227
C 24.842 24.836 15.954
H 23.803 23.626 21.182
H 23.431 25.067 22.194
H 25.125 24.568 21.808
H 24.685 25.068 19.382
H 24.593 26.555 20.307
H 22.674 24.046 18.645
H 21.032 24.686 18.780
H 21.976 23.981 20.145
H 22.540 27.467 21.137
H 21.552 26.044 21.315
H 20.229 26.852 19.135
H 20.992 28.387 19.521
H 20.005 27.567 20.823
H 23.759 27.458 18.664
H 21.997 27.349 18.144
H 23.181 26.813 16.326
H 22.374 25.386 16.794
H 24.110 24.072 15.659
H 25.835 24.345 16.015
H 24.867 25.581 15.168
C 12.024 24.721 17.115
C 13.409 24.838 17.751
N 14.165 26.113 17.120
C 13.294 27.319 17.369
C 15.521 26.310 17.862
C 15.355 26.871 19.271
C 14.458 26.010 15.647
C 15.616 25.086 15.213
O 15.287 23.791 15.623
C 16.388 22.905 15.464
H 11.481 23.929 17.635
H 11.965 24.567 16.073
H 11.443 25.602 17.309
H 14.037 23.988 17.548
H 13.321 25.033 18.836
H 13.855 28.258 17.177
H 12.896 27.383 18.364
H 12.536 27.287 16.600
H 16.216 26.940 17.321
H 15.989 25.334 17.739
H 16.354 26.950 19.674
H 14.593 26.415 19.887
H 15.029 27.915 19.099
H 14.710 26.993 15.289
H 13.524 25.733 15.164
H 16.552 25.475 15.625
H 15.802 25.189 14.146
H 17.271 23.387 15.891
H 16.571 22.644 14.403
H 16.102 22.014 16.019
O 23.080 19.876 20.901
C 22.433 20.829 20.069
O 21.731 21.699 20.642
O 22.600 20.756 18.769
H 22.916 20.330 21.754
O 19.689 27.087 22.773
C 20.130 25.847 23.405
O 19.726 25.815 24.550
O 20.822 25.087 22.742
H 19.628 27.667 23.536
Cl 14.682 20.306 17.512
Cl 19.499 15.788 17.951

(2)
Computed, not measured: C74H81CaN8O12P2S as an isolated structure at a distorted geometry, with ωB97M-V with the def2-TZVPD basis set.

The multiplicity is 1. Its largest force on an atom is 1.81 eV/A. As for the molar mass: 1408.6 g mol⁻¹. Its net charge is -1.

Positions of all 179 atoms, in Å:
Ca 0.636 -0.425 0.527
C 0.947 2.261 7.928
C 1.121 1.040 7.022
C 2.361 0.242 7.462
C 1.281 1.485 5.571
C -0.059 0.084 7.257
O -0.533 -0.067 8.371
N -0.474 -0.607 6.155
C -1.368 -1.692 6.078
C -1.968 -2.259 7.204
C -2.802 -3.358 7.074
C -3.066 -3.897 5.824
C -2.479 -3.328 4.707
C -1.628 -2.230 4.810
C -1.021 -1.699 3.551
C -0.184 -2.588 2.850
C 0.291 -3.851 3.375
C 0.981 -4.454 2.372
C 0.910 -3.562 1.231
N 0.246 -2.437 1.569
C 1.390 -3.872 -0.064
C 1.228 -3.085 -1.209
C 1.462 -3.598 -2.548
C 0.862 -2.743 -3.397
C 0.339 -1.639 -2.596
C -0.380 -0.522 -3.088
C -0.748 0.584 -2.282
N -0.836 0.603 -0.942
C -1.390 1.803 -0.589
C -1.947 2.091 0.659
C -1.890 1.249 1.790
C -2.678 1.441 2.992
C -2.417 0.382 3.795
C -1.471 -0.452 3.081
N -1.173 0.111 1.884
C -2.862 3.266 0.719
C -4.007 3.275 -0.079
C -4.878 4.353 -0.069
C -4.638 5.423 0.783
C -3.516 5.420 1.594
C -2.605 4.368 1.538
N -1.461 4.372 2.384
C -0.422 5.257 2.556
O 0.217 5.210 3.592
C 0.046 6.149 1.386
C 0.464 5.197 0.254
C -0.979 7.164 0.867
C 1.276 6.924 1.870
C -1.531 2.636 -1.770
C -1.147 1.874 -2.816
C -0.951 -0.619 -4.463
C -0.173 -0.966 -5.573
C -0.729 -1.398 -6.767
C -2.105 -1.532 -6.874
C -2.901 -1.080 -5.836
C -2.347 -0.543 -4.678
N -3.230 -0.009 -3.710
C -4.150 1.000 -3.779
O -4.910 1.147 -2.833
C -4.278 1.989 -4.968
C -3.132 2.078 -5.984
C -5.581 1.643 -5.704
C -4.424 3.377 -4.319
N 0.601 -1.874 -1.285
C 1.911 -5.264 -0.250
C 3.266 -5.509 -0.437
C 3.747 -6.794 -0.643
C 2.867 -7.864 -0.661
C 1.515 -7.645 -0.458
C 1.021 -6.359 -0.264
N -0.352 -6.168 0.032
C -1.525 -6.663 -0.493
O -2.508 -6.696 0.229
C -1.659 -7.088 -1.970
C -3.001 -6.514 -2.447
C -0.568 -6.551 -2.889
C -1.719 -8.620 -2.029
H 1.893 2.798 8.024
H 0.618 1.951 8.919
H 0.203 2.942 7.510
H 2.285 -0.029 8.516
H 3.261 0.842 7.315
H 2.455 -0.673 6.872
H 2.102 2.200 5.503
H 0.378 1.979 5.201
H 1.536 0.661 4.907
H -0.075 -0.344 5.266
H -1.780 -1.829 8.173
H -3.255 -3.788 7.959
H -3.714 -4.758 5.716
H -2.673 -3.735 3.722
H 0.113 -4.221 4.372
H 1.508 -5.396 2.404
H 1.976 -4.515 -2.787
H 0.768 -2.877 -4.459
H -3.369 2.250 3.178
H -2.834 0.172 4.767
H -4.210 2.428 -0.723
H -5.749 4.340 -0.711
H -5.334 6.252 0.828
H -3.335 6.229 2.289
H -1.423 3.611 3.050
H 0.965 5.760 -0.538
H -0.402 4.692 -0.176
H 1.151 4.434 0.630
H -1.420 7.734 1.687
H -1.776 6.691 0.299
H -0.468 7.866 0.204
H 1.002 7.609 2.674
H 1.701 7.496 1.043
H 2.031 6.242 2.257
H -1.897 3.651 -1.795
H -1.112 2.153 -3.857
H 0.903 -0.878 -5.485
H -0.089 -1.661 -7.599
H -2.555 -1.968 -7.756
H -3.980 -1.141 -5.901
H -3.149 -0.388 -2.775
H -3.123 1.244 -6.679
H -2.159 2.125 -5.498
H -3.259 2.995 -6.563
H -6.400 1.542 -4.991
H -5.479 0.709 -6.261
H -5.827 2.437 -6.413
H -3.489 3.670 -3.836
H -5.207 3.364 -3.564
H -4.673 4.117 -5.082
H 3.955 -4.673 -0.429
H 4.806 -6.961 -0.793
H 3.236 -8.871 -0.811
H 0.821 -8.477 -0.437
H -0.511 -5.665 0.897
H -3.810 -6.828 -1.791
H -3.206 -6.857 -3.464
H -2.968 -5.422 -2.451
H -0.464 -5.476 -2.764
H -0.848 -6.739 -3.929
H 0.399 -7.019 -2.715
H -0.760 -9.065 -1.760
H -1.966 -8.942 -3.043
H -2.484 -8.995 -1.348
C 3.941 -2.130 1.389
C 4.155 -0.642 1.270
O 5.500 -0.290 1.625
P 3.105 0.369 2.397
O 3.818 0.230 3.824
O 3.421 1.875 1.997
O 1.664 0.061 2.545
P 3.749 0.151 -0.357
O 4.088 -0.986 -1.412
O 4.708 1.306 -0.405
O 2.283 0.533 -0.379
H 4.437 -2.500 2.287
H 4.355 -2.629 0.515
H 2.881 -2.350 1.458
H 5.802 0.328 0.933
H 4.782 0.261 3.705
H 3.850 1.963 1.106
H 3.706 -0.710 -2.296
C 6.052 5.806 -1.868
C 5.085 4.689 -2.159
C 5.479 3.615 -2.958
C 4.612 2.571 -3.224
C 3.338 2.599 -2.686
C 2.928 3.642 -1.877
C 3.806 4.683 -1.613
S 2.154 1.301 -3.075
C 1.698 2.150 -4.630
O 2.969 0.146 -3.597
H 6.552 6.140 -2.778
H 6.825 5.463 -1.176
H 5.549 6.661 -1.417
H 6.486 3.599 -3.362
H 4.910 1.716 -3.819
H 1.937 3.615 -1.434
H 3.504 5.488 -0.952
H 2.605 2.256 -5.222
H 1.275 3.122 -4.379
H 0.973 1.529 -5.157

no.,HOMO-LUMO gap (eV),LUMO (Ha)
1,7.9,-0.284
2,5.5,0.037